Record 1
Entry from the OMol25 dataset: a molecular structure, C16H10BrCeCl5 (ωB97M-V with the def2-TZVPD basis set).

```
! wB97M-V def2-TZVPD RIJCOSX def2/J DEFGRID3
* xyz -1 2
C -2.466 -0.803 -0.512
C -2.254 -1.323 0.850
C -2.313 -0.183 1.777
H -2.065 -2.309 1.103
C -2.517 1.036 0.993
C -2.597 0.660 -0.425
H -2.681 1.313 -1.227
H -2.456 -1.364 -1.385
H -2.156 -0.229 2.803
H -2.527 2.006 1.366
Ce -0.444 0.123 0.405
Br 0.681 -0.813 -1.521
C 2.267 0.744 -4.570
C 1.162 1.538 -5.006
C 0.166 0.658 -5.529
H 1.093 2.604 -4.951
C 0.655 -0.679 -5.418
C 1.954 -0.626 -4.824
H 2.583 -1.465 -4.612
H 3.171 1.112 -4.132
H -0.781 0.950 -5.936
H 0.140 -1.566 -5.726
Cl 0.586 -2.747 2.260
C 0.780 -1.298 3.223
C 0.422 -0.073 2.673
C 0.570 1.111 3.393
Cl 0.114 2.621 2.635
C 1.084 1.088 4.714
Cl 1.266 2.555 5.611
C 1.448 -0.164 5.291
Cl 2.077 -0.219 6.902
C 1.298 -1.367 4.541
Cl 1.743 -2.889 5.233
*
```

Summary:
- maximum force (eV Å⁻¹) = 9.0
- E (Ha) = -5965.7179
- highest occupied orbital energy (spin up / spin down) (Eh) = -0.0905 / -0.0905
- Kohn-Sham gap (spin up / spin down) (hartree) = 0.156 / 0.156

Results of the Mulliken charge analysis, in e, for atoms 1 through 8: atom 1 (C): -0.7257, atom 2 (C): -0.5949, atom 3 (C): -0.6550, atom 4 (H): 0.6474, atom 5 (C): -0.5994, atom 6 (C): -0.5396, atom 7 (H): 0.5501, atom 8 (H): 0.5992

Record 2
Entry from the OMol25 dataset: a molecular structure, CH3NOP2S (ωB97M-V with the def2-TZVPD basis set).

```
! wB97M-V def2-TZVPD RIJCOSX def2/J DEFGRID3
* xyz 0 1
C 0.289 0.041 1.135
N 0.929 0.358 0.068
O -1.733 0.941 -0.188
P -1.419 0.466 1.177
P 1.123 -0.489 -2.593
S 0.244 0.907 -1.373
H 0.857 -0.335 1.927
H -2.071 -0.819 1.443
H 1.783 -1.071 -1.595
*
```

Summary:
- maximum force (eV Å⁻¹) = 3.5
- E (Ha) = -1250.6714
- highest occupied orbital energy (spin up / spin down) (Eh) = -0.2838 / -0.3005
- relative energy (zero: lowest compared OMol25 entry of this formula, charge and spin) (eV) = 4.0320
- Kohn-Sham gap (spin up / spin down) (hartree) = 0.217 / 0.249

Results of the natural (NBO) charge analysis, in e, for atoms 1 through 8: atom 1 (C): -0.2573, atom 2 (N): -0.6093, atom 3 (O): -1.0374, atom 4 (P): 1.1032, atom 5 (P): 0.1500, atom 6 (S): 0.5519, atom 7 (H): 0.2191, atom 8 (H): -0.0835

Record 3
Entry from the OMol25 dataset: a molecular structure, C52H47Cl3Ge2NO3Pd (ωB97M-V with the def2-TZVPD basis set).

```
! wB97M-V def2-TZVPD RIJCOSX def2/J DEFGRID3
* xyz 2 2
Pd 0.955 1.102 0.953
Cl 5.244 3.908 -1.596
C 5.185 2.325 -0.851
Cl 6.081 1.145 -1.798
Cl 5.797 2.383 0.808
C 3.781 1.881 -0.786
N 2.693 1.531 -0.725
C 1.266 5.859 0.601
C 1.956 4.528 0.415
O 1.255 3.481 1.120
H 1.820 6.645 0.085
H 1.197 6.113 1.659
H 0.257 5.829 0.182
H 2.962 4.546 0.836
H 2.027 4.275 -0.646
H 0.321 3.558 0.867
C 3.210 1.633 3.746
Ge 1.415 1.023 3.328
C 0.936 -0.532 4.399
C 0.211 -0.263 5.562
C -0.113 -1.288 6.444
C 0.286 -2.590 6.178
C 1.021 -2.869 5.033
C 1.340 -1.847 4.146
C 0.076 2.390 3.637
C 0.477 3.582 4.181
C -0.457 4.608 4.446
C -1.768 4.438 4.111
C -2.221 3.230 3.524
C -3.578 3.044 3.162
C -3.997 1.885 2.582
C -3.077 0.835 2.363
C -1.771 0.981 2.719
C -1.291 2.186 3.291
H 3.179 2.043 4.758
H 3.555 2.401 3.053
H 3.902 0.790 3.745
H -0.103 0.750 5.785
H -0.677 -1.067 7.343
H 0.030 -3.385 6.868
H 1.358 -3.882 4.839
H 1.922 -2.078 3.266
H 1.524 3.755 4.408
H -0.126 5.531 4.904
H -2.484 5.233 4.287
H -4.285 3.841 3.364
H -5.036 1.759 2.307
H -3.420 -0.092 1.918
H -1.085 0.150 2.610
O -1.892 0.744 -1.635
C -0.950 1.558 -1.441
O -0.659 2.050 -0.309
C -0.144 1.926 -2.673
C 0.049 0.700 -3.579
Ge -1.417 -0.602 -3.398
C -0.696 -2.042 -4.596
C 0.076 -1.719 -5.718
C 0.724 -2.705 -6.456
C 0.606 -4.043 -6.099
C -0.186 -4.397 -5.019
C -0.827 -3.405 -4.275
C -3.133 -0.281 -4.233
C -4.145 -1.237 -4.173
C -5.343 -1.038 -4.846
C -5.533 0.116 -5.594
C -4.530 1.072 -5.664
C -3.332 0.876 -4.984
C -1.491 -1.777 -1.764
C -2.699 -1.740 -1.037
C -3.137 -2.516 0.071
C -2.429 -3.456 0.732
C -1.024 -3.895 0.525
C -0.324 -2.326 -1.382
H 0.795 2.374 -2.360
H -0.727 2.695 -3.189
H 0.982 0.182 -3.341
H 0.101 0.976 -4.630
H 0.157 -0.690 -6.055
H 1.321 -2.428 -7.317
H 1.113 -4.806 -6.676
H -0.316 -5.443 -4.762
H -1.466 -3.713 -3.452
H -3.997 -2.164 -3.620
H -6.124 -1.787 -4.798
H -6.460 0.262 -6.134
H -4.679 1.972 -6.248
H -2.556 1.633 -5.044
H -3.433 -1.032 -1.415
H -4.158 -2.348 0.396
H -2.958 -4.005 1.505
H -0.655 -4.312 1.465
H 0.516 -2.268 -2.073
C 4.902 -2.997 0.368
C 4.872 -1.668 0.858
C 3.693 -0.966 1.037
C 2.469 -1.549 0.738
C 1.206 -0.880 0.977
C 0.064 -1.560 0.767
C 0.007 -2.870 0.023
C 1.322 -3.531 -0.070
C 2.487 -2.914 0.235
C 3.735 -3.613 0.065
H 5.845 -3.514 0.246
H 5.810 -1.185 1.112
H 3.714 0.039 1.434
H -0.901 -1.125 0.999
H -1.062 -4.742 -0.182
H 1.344 -4.557 -0.439
H 3.724 -4.631 -0.308
*
```

Summary:
- maximum force (eV Å⁻¹) = 1.6
- E (Ha) = -7951.7846
- highest occupied orbital energy (spin up / spin down) (Eh) = -0.4611 / -0.4602
- relative energy (zero: lowest compared OMol25 entry of this formula, charge and spin) (eV) = 0.5359
- Kohn-Sham gap (spin up / spin down) (hartree) = 0.170 / 0.169

Results of the Mulliken charge analysis, in e, for atoms 1 through 8: atom 1 (Pd): 0.7047, atom 2 (Cl): -0.0514, atom 3 (C): 0.8179, atom 4 (Cl): -0.0750, atom 5 (Cl): -0.0622, atom 6 (C): -0.8720, atom 7 (N): 0.3919, atom 8 (C): -1.3965

Record 4
Entry from the OMol25 dataset: a molecular structure, C8H24Cl2MgO4 (ωB97M-V with the def2-TZVPD basis set).

```
! wB97M-V def2-TZVPD RIJCOSX def2/J DEFGRID3
* xyz 0 1
Mg -8.149 17.089 -7.840
Cl -7.811 15.896 -5.686
Cl -7.931 15.244 -9.386
C -12.653 16.109 -7.774
C -11.359 16.417 -8.536
O -10.237 16.463 -7.624
H -12.822 16.834 -6.979
H -12.630 15.069 -7.454
H -13.492 16.212 -8.470
H -11.416 17.358 -9.081
H -11.199 15.573 -9.217
H -10.379 15.690 -7.058
C -10.198 19.410 -5.117
C -9.898 19.331 -6.604
O -8.611 18.722 -6.807
H -9.723 20.234 -4.587
H -9.993 18.427 -4.691
H -11.275 19.554 -4.976
H -9.901 20.315 -7.080
H -10.724 18.794 -7.061
H -8.030 19.346 -6.360
C -9.983 19.948 -10.354
C -8.569 19.370 -10.198
O -8.592 18.134 -9.495
H -10.425 19.984 -9.359
H -10.579 19.248 -10.939
H -9.970 20.953 -10.763
H -7.927 20.098 -9.701
H -8.085 19.278 -11.174
H -8.968 17.502 -10.133
C -4.060 18.385 -8.766
C -5.541 18.680 -8.625
O -6.146 17.808 -7.665
H -3.599 18.915 -9.600
H -3.841 17.324 -8.865
H -3.530 18.740 -7.872
H -6.014 18.516 -9.595
H -5.717 19.744 -8.423
H -5.554 17.863 -6.903
*
```

Summary:
- maximum force (eV Å⁻¹) = 2.3
- E (Ha) = -1740.7917
- highest occupied orbital energy (Eh) = -0.2986
- relative energy (zero: lowest compared OMol25 entry of this formula, charge and spin) (eV) = 0.5590
- Kohn-Sham gap (hartree) = 0.298

Results of the natural (NBO) charge analysis, in e, for atoms 1 through 8: atom 1 (Mg): 1.7339, atom 2 (Cl): -0.9072, atom 3 (Cl): -0.8930, atom 4 (C): -0.6416, atom 5 (C): -0.0745, atom 6 (O): -0.7911, atom 7 (H): 0.2103, atom 8 (H): 0.2163

Record 5
Entry from the OMol25 dataset: CH5NO2S in the gas phase (ωB97M-V with the def2-TZVPD basis set).

```
! wB97M-V def2-TZVPD RIJCOSX def2/J DEFGRID3
* xyz 0 1
C -0.629 -1.345 0.988
N -0.328 -1.062 -0.414
S 0.342 0.450 -0.723
O 0.866 0.377 -2.026
O 0.197 2.421 -0.481
H -1.640 -0.801 1.103
H -0.522 -2.422 0.932
H -0.047 -0.900 1.789
H 1.396 0.554 0.125
H 0.366 2.728 -1.292
*
```

Summary:
- maximum force (eV Å⁻¹) = 7.5
- E (Ha) = -644.3311
- highest occupied orbital energy (spin up / spin down) (Eh) = -0.3644 / -0.3647
- relative energy (zero: lowest compared OMol25 entry of this formula, charge and spin) (eV) = 5.8023
- Kohn-Sham gap (spin up / spin down) (hartree) = 0.307 / 0.307
- structure (SMILES) = CN=[S@@H](=O)O

Results of the natural (NBO) charge analysis, in e, for atoms 1 through 8: atom 1 (C): -0.4822, atom 2 (N): -0.6128, atom 3 (S): 1.7596, atom 4 (O): -0.9041, atom 5 (O): -0.8904, atom 6 (H): 0.2216, atom 7 (H): 0.2380, atom 8 (H): 0.1825